# 1
{
  "formula": "H60Na5O46S4",
  "method": "wB97M-V/def2-TZVPD",
  "elements": ["Na", "Na", "Na", "Na", "Na", "S", "O", "O", "O", "O", "S", "O", "O", "O", "O", "S", "O", "O", "O", "O", "S", "O", "O", "O", "O", "O", "H", "H", "O", "H", "H", "O", "H", "H", "O", "H", "H", "O", "H", "H", "O", "H", "H", "O", "H", "H", "O", "H", "H", "O", "H", "H", "O", "H", "H", "O", "H", "H", "O", "H", "H", "O", "H", "H", "O", "H", "H", "O", "H", "H", "O", "H", "H", "O", "H", "H", "O", "H", "H", "O", "H", "H", "O", "H", "H", "O", "H", "H", "O", "H", "H", "O", "H", "H", "O", "H", "H", "O", "H", "H", "O", "H", "H", "O", "H", "H", "O", "H", "H", "O", "H", "H", "O", "H", "H"],
  "positions_angstrom": [[-2.534, -2.026, 0.391], [-0.771, -2.027, 3.522], [-1.091, -5.176, -2.619], [-4.454, -0.891, 3.146], [-2.323, 1.125, -0.670], [-5.076, 0.656, 0.512], [-5.408, 0.981, 1.925], [-6.291, 0.244, -0.147], [-4.582, 1.898, -0.123], [-4.015, -0.351, 0.385], [-2.983, -4.014, 2.719], [-3.014, -2.561, 2.573], [-1.616, -4.378, 3.027], [-3.763, -4.470, 3.858], [-3.345, -4.637, 1.455], [-0.069, -0.518, 0.403], [1.300, -0.030, 0.257], [-0.151, -1.773, 1.109], [-0.982, 0.455, 0.983], [-0.629, -0.740, -0.952], [-2.404, 3.692, -2.673], [-1.919, 4.888, -3.382], [-1.756, 2.446, -3.091], [-2.289, 3.767, -1.256], [-3.836, 3.613, -3.071], [3.843, -4.207, -0.264], [2.982, -4.338, -0.660], [4.333, -3.705, -0.914], [4.366, -0.556, -2.577], [3.539, -0.078, -2.512], [4.112, -1.442, -2.835], [-4.139, -2.513, -1.629], [-3.863, -1.840, -2.251], [-4.162, -3.320, -2.143], [0.753, 2.653, -2.294], [-0.124, 2.720, -2.671], [0.770, 3.318, -1.606], [6.540, 0.126, 0.276], [5.583, 0.141, 0.255], [6.780, -0.633, -0.255], [-0.672, -1.374, -5.144], [-1.257, -1.682, -5.837], [-0.945, -0.471, -4.984], [-0.633, 2.692, 2.495], [-0.474, 3.377, 1.845], [-0.689, 1.885, 1.984], [-4.023, 3.537, 2.443], [-4.658, 4.141, 2.828], [-4.505, 2.717, 2.338], [-1.431, -2.616, -2.679], [-0.882, -2.047, -2.140], [-1.213, -2.377, -3.580], [2.407, 2.687, -4.555], [2.543, 3.612, -4.761], [1.857, 2.694, -3.771], [-2.198, 0.198, 3.491], [-1.760, 0.916, 3.949], [-2.016, 0.359, 2.565], [4.492, -1.160, 2.851], [3.591, -0.862, 2.976], [4.646, -1.073, 1.911], [1.973, 0.762, 2.971], [1.711, 0.517, 2.083], [1.716, 0.016, 3.512], [-0.603, 4.438, 0.351], [-1.233, 4.157, -0.313], [0.099, 4.858, -0.146], [-2.179, 4.683, 4.457], [-2.299, 4.075, 3.728], [-3.059, 5.014, 4.640], [1.617, -4.228, -1.992], [1.569, -3.568, -2.684], [2.188, -4.908, -2.349], [-1.496, -4.579, -0.340], [-2.219, -4.762, 0.259], [-0.745, -4.415, 0.231], [-3.537, 0.099, -2.958], [-4.221, -0.289, -3.505], [-3.143, 0.774, -3.510], [2.987, 1.866, -0.353], [2.533, 1.033, -0.223], [2.535, 2.479, 0.227], [1.773, -2.174, -4.259], [0.954, -2.004, -4.723], [1.852, -1.449, -3.638], [1.551, -1.808, 3.864], [2.066, -2.142, 4.599], [1.697, -2.443, 3.162], [1.579, 3.163, 5.097], [1.171, 2.855, 5.906], [1.390, 2.477, 4.456], [4.371, 3.490, -2.205], [5.097, 2.866, -2.173], [3.625, 3.007, -1.849], [2.018, 3.574, 1.992], [1.836, 2.689, 2.307], [1.157, 3.937, 1.785], [1.813, -3.398, 1.485], [1.132, -2.747, 1.319], [2.477, -3.226, 0.817], [-1.200, 1.158, -5.273], [-1.302, 1.592, -4.426], [-0.832, 1.832, -5.845], [0.441, -5.888, 1.627], [-0.379, -5.606, 2.031], [0.710, -5.146, 1.086], [-1.136, 2.067, 5.194], [-0.953, 2.777, 4.578], [-1.312, 2.510, 6.024], [1.600, -0.064, -2.529], [1.419, 0.875, -2.584], [1.013, -0.381, -1.842], [3.766, -0.901, 0.091], [4.007, -0.678, -0.809], [2.913, -0.488, 0.220]],
  "charge": -3,
  "max_force_ev_per_a": 8.2,
  "orbital_gap_ha": 0.118,
  "total_energy_ev": -160600.7958,
  "homo_ev": -0.273
}

=====

# 2
{
  "formula": "H60O30",
  "method": "wB97M-V/def2-TZVPD",
  "elements": ["O", "H", "H", "O", "H", "H", "O", "H", "H", "O", "H", "H", "O", "H", "H", "O", "H", "H", "O", "H", "H", "O", "H", "H", "O", "H", "H", "O", "H", "H", "O", "H", "H", "O", "H", "H", "O", "H", "H", "O", "H", "H", "O", "H", "H", "O", "H", "H", "O", "H", "H", "O", "H", "H", "O", "H", "H", "O", "H", "H", "O", "H", "H", "O", "H", "H", "O", "H", "H", "O", "H", "H", "O", "H", "H", "O", "H", "H", "O", "H", "H", "O", "H", "H", "O", "H", "H", "O", "H", "H"],
  "positions_angstrom": [[-7.938, -6.896, 7.995], [-8.778, -6.998, 7.546], [-7.287, -6.929, 7.294], [-10.274, -9.636, 13.284], [-9.774, -10.213, 13.861], [-10.765, -10.231, 12.717], [-11.625, -3.723, 13.231], [-12.145, -4.475, 13.517], [-11.224, -3.390, 14.034], [-14.946, -8.754, 15.274], [-14.452, -8.570, 14.476], [-14.318, -9.194, 15.848], [-15.524, -12.617, 12.107], [-15.211, -12.139, 11.339], [-16.343, -13.021, 11.820], [-17.443, -5.489, 11.929], [-17.860, -6.031, 12.598], [-18.022, -4.732, 11.839], [-17.171, -7.812, 8.238], [-17.161, -8.645, 7.766], [-16.248, -7.586, 8.346], [-15.824, -9.205, 11.320], [-15.293, -10.000, 11.336], [-15.202, -8.504, 11.127], [-16.274, -9.806, 6.636], [-15.523, -9.758, 6.044], [-16.312, -10.724, 6.902], [-13.210, -5.521, 14.674], [-14.143, -5.309, 14.686], [-13.176, -6.437, 14.395], [-13.036, -8.172, 13.343], [-13.113, -8.218, 12.390], [-12.267, -8.704, 13.548], [-8.388, -9.643, 10.594], [-9.066, -9.757, 11.259], [-7.564, -9.709, 11.078], [-13.958, -3.254, 9.998], [-13.549, -2.468, 10.362], [-13.256, -3.905, 9.985], [-17.053, -5.380, 9.134], [-17.170, -6.296, 8.879], [-17.057, -5.395, 10.091], [-8.589, -4.247, 12.566], [-9.539, -4.214, 12.449], [-8.434, -5.063, 13.040], [-13.013, -9.338, 8.144], [-13.129, -8.709, 7.432], [-12.066, -9.470, 8.196], [-17.553, -8.088, 13.076], [-17.063, -8.432, 13.823], [-17.150, -8.502, 12.313], [-9.554, -6.775, 13.586], [-8.739, -7.267, 13.486], [-10.223, -7.444, 13.726], [-16.051, -4.774, 14.385], [-16.349, -5.061, 13.521], [-16.461, -3.919, 14.509], [-14.316, -9.188, 4.705], [-13.850, -8.566, 5.263], [-13.626, -9.720, 4.309], [-13.201, -7.773, 10.600], [-12.744, -6.941, 10.725], [-12.913, -8.078, 9.740], [-12.350, -11.408, 11.850], [-12.879, -11.386, 11.052], [-12.281, -12.338, 12.066], [-9.172, -4.410, 9.743], [-8.702, -4.511, 10.571], [-8.483, -4.360, 9.081], [-10.656, -5.377, 6.556], [-10.525, -4.433, 6.641], [-11.200, -5.613, 7.307], [-12.793, -7.479, 6.383], [-11.975, -6.986, 6.435], [-13.373, -6.927, 5.858], [-12.182, -10.932, 5.446], [-12.324, -11.757, 5.911], [-12.182, -10.266, 6.134], [-10.327, -9.329, 6.854], [-10.100, -8.517, 6.401], [-10.363, -9.989, 6.161], [-11.756, -4.552, 10.652], [-11.702, -4.578, 11.608], [-10.847, -4.475, 10.363], [-12.556, -1.379, 11.703], [-12.878, -0.950, 12.496], [-12.282, -2.249, 11.994], [-14.176, -11.194, 9.796], [-14.745, -11.713, 9.228], [-13.708, -10.611, 9.199]],
  "charge": 0,
  "max_force_ev_per_a": 1.4,
  "orbital_gap_ha": 0.322,
  "total_energy_ev": -62401.8076,
  "relative_energy_kj_mol": 334.0,
  "homo_ev": -9.428
}

=====

# 3
{
  "formula": "H66NO36",
  "method": "wB97M-V/def2-TZVPD",
  "elements": ["N", "O", "O", "O", "O", "H", "H", "O", "H", "H", "O", "H", "H", "O", "H", "H", "O", "H", "H", "O", "H", "H", "O", "H", "H", "O", "H", "H", "O", "H", "H", "O", "H", "H", "O", "H", "H", "O", "H", "H", "O", "H", "H", "O", "H", "H", "O", "H", "H", "O", "H", "H", "O", "H", "H", "O", "H", "H", "O", "H", "H", "O", "H", "H", "O", "H", "H", "O", "H", "H", "O", "H", "H", "O", "H", "H", "O", "H", "H", "O", "H", "H", "O", "H", "H", "O", "H", "H", "O", "H", "H", "O", "H", "H", "O", "H", "H", "O", "H", "H", "O", "H", "H"],
  "positions_angstrom": [[0.943, -0.428, 0.579], [1.226, 0.760, 0.429], [0.346, -0.853, 1.554], [1.294, -1.190, -0.352], [-3.776, 1.536, -0.794], [-2.973, 2.076, -0.585], [-4.452, 2.222, -0.685], [0.853, -3.295, 4.324], [1.191, -2.379, 4.610], [0.576, -3.786, 5.091], [3.229, -3.189, -3.148], [2.677, -3.671, -2.520], [3.835, -2.673, -2.577], [-1.857, 3.521, -1.580], [-2.182, 3.734, -2.474], [-0.961, 3.232, -1.645], [0.661, 3.316, 2.084], [1.349, 3.376, 1.374], [0.467, 4.238, 2.296], [4.586, 1.475, 0.322], [4.477, 1.254, 1.254], [4.111, 2.243, -0.042], [2.500, 2.736, -3.301], [1.619, 2.399, -3.556], [3.069, 1.963, -3.471], [-1.502, -3.212, 2.747], [-0.688, -2.887, 3.190], [-1.278, -4.126, 2.524], [-4.400, -0.011, 3.670], [-4.100, -0.758, 4.201], [-3.818, 0.756, 3.881], [1.197, -1.869, -4.479], [0.630, -2.430, -5.066], [1.895, -2.405, -4.097], [-2.733, 5.975, 1.057], [-2.818, 5.169, 0.459], [-2.946, 5.604, 1.962], [-1.959, -4.307, -3.752], [-2.735, -4.857, -3.675], [-1.738, -3.912, -2.875], [-1.554, -2.135, -5.448], [-1.518, -2.733, -4.671], [-1.825, -1.277, -5.104], [0.446, 0.431, -2.893], [0.588, 0.038, -2.037], [0.690, -0.225, -3.556], [-3.629, -1.519, -1.193], [-3.951, -0.602, -1.415], [-3.318, -1.311, -0.274], [-1.550, -5.884, 0.332], [-0.662, -5.646, 0.680], [-1.804, -5.039, -0.035], [-1.552, -3.310, -1.141], [-0.914, -2.561, -1.199], [-2.472, -2.918, -1.199], [1.124, -4.429, -1.668], [0.292, -4.953, -1.605], [1.299, -4.166, -0.775], [3.992, -0.850, -1.117], [2.989, -0.659, -1.054], [4.438, -0.041, -0.811], [-2.007, 1.123, -3.604], [-2.634, 1.290, -2.861], [-1.147, 0.866, -3.196], [3.756, -2.016, 1.299], [4.049, -1.518, 0.510], [3.053, -2.619, 1.040], [1.342, -3.806, 1.354], [1.426, -3.892, 2.312], [0.924, -2.934, 1.213], [3.589, 0.159, -4.152], [3.115, -0.113, -4.966], [3.416, -0.445, -3.457], [2.560, 3.071, -0.439], [2.109, 2.203, -0.383], [2.514, 3.256, -1.383], [0.399, 1.209, 3.711], [0.464, 0.673, 2.920], [0.646, 2.080, 3.381], [-1.749, 1.700, 1.244], [-1.816, 0.731, 1.100], [-0.802, 1.849, 1.382], [-2.032, 3.568, -4.492], [-2.927, 3.645, -4.864], [-1.859, 2.646, -4.426], [1.874, -0.774, 4.865], [1.287, -0.067, 4.625], [2.642, -0.671, 4.312], [4.394, 0.096, 2.909], [5.094, -0.304, 3.418], [4.155, -0.664, 2.344], [-2.820, -1.066, 1.520], [-3.364, -0.712, 2.196], [-2.352, -1.787, 1.896], [-2.573, 4.728, 3.421], [-2.594, 3.784, 3.741], [-1.632, 4.775, 3.167], [-0.082, 5.980, 2.249], [-0.781, 5.874, 1.567], [-0.159, 6.796, 2.684], [-2.474, 2.024, 3.885], [-1.629, 1.659, 4.279], [-2.298, 2.047, 2.929]],
  "charge": -1,
  "max_force_ev_per_a": 2.8,
  "orbital_gap_ha": 0.378,
  "total_energy_ev": -76279.0815,
  "relative_energy_kj_mol": 0.0,
  "homo_ev": -8.265
}

=====

# 4
{
  "formula": "H6IO3",
  "method": "wB97M-V/def2-TZVPD",
  "elements": ["I", "O", "H", "H", "O", "H", "H", "O", "H", "H"],
  "positions_angstrom": [[-0.919, 1.221, 0.273], [-2.014, 0.329, -2.922], [-2.577, 0.977, -3.339], [-2.115, 0.427, -1.995], [1.027, -1.796, 0.893], [1.133, -2.438, 0.191], [0.185, -1.440, 0.777], [1.794, 1.263, 2.204], [2.226, 0.450, 2.451], [1.259, 1.008, 1.466]],
  "charge": -1,
  "max_force_ev_per_a": 2.9,
  "orbital_gap_ha": 0.278,
  "total_energy_ev": -14343.4142,
  "relative_energy_kj_mol": 54.8,
  "homo_ev": -3.951
}

=====

# 5
{
  "formula": "H6N2",
  "method": "wB97M-V/def2-TZVPD",
  "elements": ["N", "H", "H", "H", "N", "H", "H", "H"],
  "positions_angstrom": [[1.102, -0.130, 1.983], [0.534, -0.152, 1.130], [0.788, -0.910, 2.570], [2.067, -0.337, 1.704], [-0.857, 0.274, -1.844], [-1.416, -0.106, -2.613], [-0.855, 1.294, -1.952], [-1.363, 0.068, -0.977]],
  "charge": 0,
  "max_force_ev_per_a": 0.5,
  "orbital_gap_ha": 0.407,
  "smiles": "N.N",
  "total_energy_ev": -3077.6348,
  "relative_energy_kj_mol": 8.4,
  "homo_ev": -10.053
}

=====

# 6
{
  "formula": "H6N2",
  "method": "wB97M-V/def2-TZVPD",
  "elements": ["N", "H", "H", "H", "N", "H", "H", "H"],
  "positions_angstrom": [[-2.133, -1.581, 2.163], [-3.112, -1.864, 2.272], [-2.070, -1.058, 1.283], [-1.930, -0.918, 2.918], [2.435, 1.308, -2.414], [2.740, 0.629, -1.709], [1.413, 1.245, -2.466], [2.658, 2.239, -2.047]],
  "charge": 0,
  "max_force_ev_per_a": 0.5,
  "orbital_gap_ha": 0.413,
  "smiles": "N.N",
  "total_energy_ev": -3077.6044,
  "relative_energy_kj_mol": 11.4,
  "homo_ev": -10.182
}